8
Properties=species:S:1:pos:R:3 method="wB97M-V/def2-TZVPD" charge=0 e_homo_ev=-9.0 homo_lumo_gap_ev=8.699 fmax_ha_per_bohr=0.084 e_tot_ev=-19567.809 relative_energy_kj_mol=19.1
C 0.146 1.431 -0.822
C 0.642 -0.837 0.593
O 0.578 2.426 -0.468
O 1.064 0.275 0.802
O -0.381 0.541 -1.357
O -2.128 -0.848 0.565
P -1.127 -1.310 -0.327
H 1.205 -1.680 1.014